Formula: C7H29AgN12O11
Source: the OMol25 dataset
Level of theory: ωB97M-V/def2-TZVPD

Geometry (Å):
Ag 1.080 3.777 0.136
O -0.453 -0.301 -0.166
C 0.097 0.591 0.609
O 0.501 1.610 0.065
O 0.166 0.344 1.819
H -0.221 0.162 -0.974
O 1.417 3.106 -2.203
H 1.856 2.339 -2.570
H 1.215 3.654 -2.962
O 0.721 3.229 2.518
H 0.291 3.507 3.326
H 0.582 2.282 2.486
C -4.355 -2.224 -0.267
O -5.437 -1.947 -0.798
N -4.244 -2.621 0.984
N -3.150 -2.025 -0.763
H -5.010 -2.691 1.638
H -3.284 -2.708 1.288
H -3.255 -1.589 -1.668
H -2.233 -2.362 -0.506
C 0.137 -3.739 1.358
O -0.814 -3.922 0.653
N 1.002 -4.736 1.619
N 0.401 -2.639 1.912
H 1.686 -4.422 2.292
H 0.826 -5.716 1.446
H 1.248 -2.575 2.459
H -0.039 -1.849 1.462
C -3.449 0.237 3.150
O -4.548 0.013 3.412
N -3.027 1.022 2.181
N -2.388 -0.232 3.780
H -2.117 0.968 1.747
H -3.547 1.723 1.672
H -2.483 -0.959 4.474
H -1.459 -0.052 3.426
C -1.441 1.226 -3.540
O -0.942 0.174 -3.260
N -2.518 1.622 -3.003
N -0.853 2.020 -4.393
H -2.879 1.053 -2.250
H -2.739 2.597 -3.146
H 0.076 1.865 -4.755
H -1.448 2.767 -4.723
C 3.891 1.838 0.914
O 3.139 2.770 0.574
N 3.415 0.751 1.536
N 5.196 1.921 0.792
H 2.409 0.672 1.580
H 3.999 -0.012 1.847
H 5.690 1.042 0.849
H 5.609 2.678 0.268
C 2.785 -0.001 -2.488
O 2.896 1.182 -2.768
N 3.693 -0.795 -1.951
N 1.765 -0.707 -2.628
H 4.580 -0.371 -1.722
H 3.412 -1.684 -1.562
H 0.943 -0.249 -2.996
H 1.607 -1.612 -2.209

Calculated values
expectation value of S²: 0.770
net charge: +1
gap between HOMO and LUMO (spin up / spin down): 9.4 / 3.2 eV
2S+1: 2

Listed below, in e, are the Mulliken charges computed for each atom:
1. Ag 0.42
2. O 0.25
3. C 0.83
4. O -0.30
5. O -0.90
6. H -0.29
7. O -0.49
8. H 0.38
9. H 0.24
10. O -0.55
11. H 0.27
12. H 0.35
13. C 0.63
14. O -0.59
15. N 0.02
16. N -0.01
17. H 0.31
18. H 0.18
19. H 0.20
20. H 0.14
21. C 0.63
22. O -0.67
23. N -0.44
24. N -0.18
25. H 0.13
26. H 0.25
27. H 0.22
28. H -0.07
29. C 0.49
30. O -0.59
31. N -0.24
32. N -0.33
33. H 0.07
34. H 0.21
35. H 0.22
36. H 0.21
37. C 0.90
38. O -0.78
39. N -0.43
40. N -0.42
41. H 0.16
42. H 0.17
43. H 0.23
44. H 0.15
45. C 0.47
46. O -0.42
47. N -0.24
48. N -0.46
49. H 0.09
50. H 0.19
51. H 0.18
52. H 0.27
53. C 0.83
54. O -0.81
55. N -0.41
56. N -0.24
57. H 0.24
58. H 0.15
59. H 0.01
60. H 0.16

=====

Formula: C23H43N2O2P3Pr
Source: the OMol25 dataset
Level of theory: ωB97M-V/def2-TZVPD

Geometry (Å):
Pr 0.457 -0.155 0.130
P -1.978 0.249 1.706
P 0.665 -2.744 1.512
P 0.391 2.255 -1.464
H 0.951 -2.945 -2.064
C 1.339 -1.935 -2.272
C 2.564 -1.514 -1.859
H 3.253 -2.156 -1.314
C -3.397 -0.481 0.787
C -2.389 -0.398 3.363
C -2.679 1.940 1.745
C 2.062 -3.798 0.951
C 0.918 -2.802 3.325
C -0.752 -3.896 1.309
C 1.564 2.260 -2.870
C 0.307 3.979 -0.894
C -1.130 2.207 -2.466
H 0.664 -1.308 -2.887
H 2.955 -0.518 -2.088
H -4.323 -0.382 1.381
H -3.202 -1.545 0.623
H -3.530 0.016 -0.180
H -3.433 -0.121 3.602
H -1.729 0.006 4.138
H -2.293 -1.490 3.384
H -3.678 1.923 2.214
H -2.771 2.320 0.719
H -2.030 2.621 2.302
H 1.791 -4.858 1.018
H 2.937 -3.604 1.585
H 2.324 -3.560 -0.087
H 0.800 -3.829 3.696
H 0.186 -2.155 3.824
H 1.928 -2.444 3.561
H -0.568 -4.819 1.880
H -0.871 -4.145 0.244
H -1.678 -3.416 1.659
H 1.094 2.740 -3.740
H 1.836 1.227 -3.129
H 2.468 2.802 -2.567
H 0.034 4.616 -1.748
H 1.287 4.259 -0.486
H -0.454 4.051 -0.103
H -1.149 3.064 -3.151
H -2.022 2.199 -1.826
H -1.125 1.272 -3.030
C -3.360 0.011 -3.575
C -4.720 -0.345 -3.467
C -5.439 -0.544 -4.669
C -4.825 -0.405 -5.917
C -3.559 0.182 -5.959
C -2.888 0.540 -4.782
O -2.388 -0.187 -2.580
H -2.575 -0.845 -1.861
H -5.182 -0.497 -2.485
H -6.478 -0.836 -4.630
H -5.336 -0.680 -6.858
H -3.054 0.330 -6.921
H -1.942 1.071 -4.816
N 6.548 1.252 4.442
C 5.346 1.888 4.395
O 5.092 2.829 5.145
C 4.345 1.368 3.403
C 4.539 0.260 2.560
C 3.507 -0.168 1.706
N 2.294 0.476 1.662
C 2.113 1.563 2.480
C 3.107 2.005 3.344
H 7.235 1.602 5.093
H 6.825 0.506 3.831
H 5.490 -0.256 2.576
H 3.650 -1.032 1.046
H 1.141 2.066 2.420
H 2.923 2.858 3.982

Calculated values
expectation value of S²: 2.004
net charge: +3
gap between HOMO and LUMO (spin up / spin down): 4.7 / 5.2 eV
2S+1: 3

Listed below, in e, are the Mulliken charges computed for each atom:
1. Pr 0.11
2. P 0.89
3. P 0.87
4. P 1.06
5. H 0.41
6. C -0.70
7. C -0.73
8. H 0.48
9. C -1.25
10. C -1.23
11. C -1.19
12. C -1.20
13. C -1.25
14. C -1.25
15. C -1.21
16. C -1.24
17. C -1.02
18. H 0.49
19. H 0.37
20. H 0.46
21. H 0.41
22. H 0.25
23. H 0.47
24. H 0.40
25. H 0.34
26. H 0.44
27. H 0.32
28. H 0.42
29. H 0.44
30. H 0.38
31. H 0.24
32. H 0.44
33. H 0.29
34. H 0.39
35. H 0.46
36. H 0.40
37. H 0.31
38. H 0.42
39. H 0.26
40. H 0.43
41. H 0.44
42. H 0.43
43. H 0.36
44. H 0.54
45. H 0.34
46. H -0.13
47. C 0.88
48. C -0.49
49. C -0.50
50. C -0.58
51. C -0.48
52. C -0.60
53. O -0.15
54. H 0.17
55. H 0.37
56. H 0.40
57. H 0.40
58. H 0.36
59. H 0.36
60. N -0.27
61. C 0.32
62. O -0.57
63. C 1.00
64. C -0.81
65. C -0.57
66. N 0.15
67. C -0.30
68. C -0.71
69. H 0.27
70. H 0.12
71. H 0.35
72. H 0.42
73. H 0.58
74. H 0.54

=====

Formula: C3H7N2O
Source: the OMol25 dataset
Level of theory: ωB97M-V/def2-TZVPD

Geometry (Å):
C -0.563 0.576 0.208
C 1.133 0.467 0.071
C 0.748 -1.056 -0.107
N -0.665 -0.702 0.053
N -1.293 1.655 0.187
O -1.734 -1.562 -0.073
H 1.321 1.091 -0.803
H 1.749 0.776 0.886
H 0.976 -1.409 -1.130
H 1.210 -1.654 0.657
H -0.755 2.426 -0.124
H -2.334 1.933 0.394
H -1.542 -2.478 0.156

Calculated values
structure (SMILES): [NH2+]=C1CCN1O
net charge: +1
gap between HOMO and LUMO: 11.6 eV

Listed below, in e, are the Mulliken charges computed for each atom:
1. C 0.28
2. C -0.58
3. C -0.47
4. N 0.34
5. N -0.40
6. O -0.40
7. H 0.33
8. H 0.32
9. H 0.29
10. H 0.36
11. H 0.25
12. H 0.29
13. H 0.39

=====

Formula: C4H5NO3
Source: the OMol25 dataset
Level of theory: ωB97M-V/def2-TZVPD

Geometry (Å):
C 1.400 -0.348 0.286
C 0.005 -0.696 -0.266
C -2.062 -0.096 -0.015
C 0.194 0.534 0.676
H 2.434 0.550 -1.367
H 1.635 -1.122 1.231
H 0.178 -0.677 -1.286
H -3.038 -0.458 -0.376
H -0.078 0.607 1.803
N -1.699 1.215 -0.273
O 2.523 0.237 -0.325
O -1.221 -1.307 -0.053
O -0.271 1.561 -0.036

Calculated values
structure (SMILES): O[C@@H]1[C@H]2OC=NO[C@H]12
gap between HOMO and LUMO: 9.7 eV

Listed below, in e, are the Mulliken charges computed for each atom:
1. C 0.01
2. C -0.09
3. C -0.08
4. C -0.05
5. H 0.37
6. H 0.25
7. H 0.31
8. H 0.33
9. H 0.30
10. N -0.20
11. O -0.55
12. O -0.36
13. O -0.24

=====

ΔE to the lowest compared entry with this formula, charge and spin
In order: 0.0 0.0 359.9 839.1
Unit: kJ/mol
Calculated total energy
In order: -52128.3051 -73533.3914 -8242.4086 -11853.3040
Unit: eV